Record 1
Here is a 2-piece molecular cluster, C5H11NO overall from the Open Molecules 2025 dataset. Energies are from ωB97M-V/def2-TZVPD.

## Properties
E_LUMO (eV): 0.76
Max |F| (eV Å⁻¹): 1.4
Energy relative to the best compared isomer or geometry (same formula, charge and spin) (kcal per mole): 87.7
Molar mass (g/mol): 101.15
Structure (SMILES): CCN1C[C@H]1C=O.[H][H]

The geometry in XYZ format:
```
18
Properties=species:S:1:pos:R:3:nbo_charge:R:1
C -0.3244 2.1261 0.6833 -0.61
C -0.0495 0.8110 1.3983 -0.21
N -0.3288 -0.2986 0.5002 -0.38
C 0.4203 -1.5141 0.6342 -0.21
C 0.6722 -0.5574 -0.5008 -0.22
C 0.2647 -0.5272 -1.9501 0.45
O -0.8368 -0.2916 -2.3874 -0.51
H -0.2029 2.9729 1.3654 0.21
H -1.3433 2.1336 0.2849 0.22
H 0.3651 2.2661 -0.1578 0.20
H 0.9961 0.7836 1.7585 0.16
H -0.7005 0.7068 2.2729 0.20
H 1.2027 -1.5469 1.4000 0.19
H -0.1164 -2.4444 0.4778 0.22
H 1.6359 -0.0459 -0.4017 0.20
H 1.1098 -0.6147 -2.6508 0.11
H -1.1779 -2.3983 -1.2872 -0.08
H -1.4882 -1.7297 -1.4689 0.06
```



Record 2
Here is C12H10F10N7O24S10V as an isolated structure from the Open Molecules 2025 dataset. Energies are from ωB97M-V/def2-TZVPD.

## Properties
Charge: -2
E_LUMO (spin up / spin down) (eV): 0.87 / 0.91
Max |F| (eV Å⁻¹): 10.1
Energy relative to the best compared isomer or geometry (same formula, charge and spin) (kcal per mole): 247.8
Molar mass (g/mol): 1197.83
Multiplicity: 3

The geometry in XYZ format:
```
74
Properties=species:S:1:pos:R:3:mulliken_charge:R:1
V 0.7236 -0.6803 -0.2209 1.74
N 0.2814 2.4758 3.3350 -0.21
S -0.9039 3.3490 2.8146 0.93
O -1.9025 2.7795 1.9399 -0.44
O -0.7205 4.8064 2.9215 -0.69
F -1.7660 3.1919 4.2208 -0.40
S 0.9196 2.3884 1.7008 0.99
O 1.3549 3.6120 1.1102 -0.49
O 0.5419 1.1604 0.9167 0.53
F 2.3402 1.9082 2.3344 -0.40
N -1.1992 -0.4741 -0.6892 0.44
S -2.5566 -0.5474 0.3662 0.65
O -3.7874 0.1206 -0.0255 -0.56
O -2.0667 -0.3769 1.7174 -0.33
F -3.0221 -2.0809 0.2216 -0.26
S -2.0686 -0.2841 -2.0373 0.79
O -2.6028 1.0735 -2.2623 -0.43
O -2.7247 -1.4813 -2.5458 -0.58
F -0.6118 -0.1998 -2.8930 -0.36
N 1.1252 -1.6257 1.4563 0.66
S 1.9721 -1.2237 2.9227 0.32
O 2.8829 -2.1376 3.5673 -0.56
O 1.4454 -0.0573 3.6419 -0.27
F 3.0426 -0.4668 1.9624 -0.35
S 0.6012 -2.9031 2.1563 0.64
O -0.4072 -2.6500 3.1681 -0.43
O 1.4050 -4.1261 2.1480 -0.56
F -0.4266 -3.1721 0.9433 -0.34
N -0.2138 0.5610 5.9360 0.02
S -0.4328 0.4213 7.6486 0.88
O -0.6529 -0.8218 8.3905 -0.57
O -0.9127 1.6308 8.2760 -0.61
F 1.2021 0.6512 7.7804 -0.34
S -1.6054 0.0084 5.6193 1.09
O -2.7117 0.9574 5.6435 -0.63
O -1.8584 -1.3950 6.0370 -0.63
F -1.3139 -0.0147 3.9886 -0.12
N 2.3117 -0.0188 -1.1113 0.33
S 2.4913 1.4824 -2.0122 0.52
O 2.7033 1.3685 -3.4543 -0.54
O 3.0247 2.5994 -1.2349 -0.46
F 0.8888 1.9167 -1.8874 -0.18
S 3.7458 -0.4562 -1.6554 0.65
O 4.9885 0.2456 -1.2518 -0.59
O 3.6410 -1.1284 -2.9191 -0.55
F 3.6415 -1.6809 -0.7150 -0.25
C 2.9996 -6.8548 -2.3060 -0.25
C 2.4424 -6.4786 -3.5516 -0.58
C 1.9105 -5.1981 -3.6184 -0.49
C 1.7437 -4.3607 -2.4467 0.19
C 2.3214 -4.8023 -1.2588 0.18
C 2.8901 -6.0744 -1.1379 -0.93
N 1.0216 -3.0534 -2.5985 0.52
O 0.7469 -2.3909 -1.5338 -0.05
O 0.6244 -2.6151 -3.6703 -0.45
H 3.5565 -7.7764 -2.3899 0.34
H 2.5781 -7.1650 -4.3742 0.39
H 1.4728 -5.0396 -4.5929 0.39
H 2.4191 -4.1727 -0.3868 0.24
H 3.1666 -6.3921 -0.1434 0.47
C -4.0689 4.6833 -4.6389 -0.39
C -4.5064 4.9553 -3.3907 -0.45
C -3.6285 4.9377 -2.3296 -0.26
C -2.3017 4.5276 -2.4624 -0.05
C -1.8170 4.1934 -3.8318 -0.31
C -2.7147 4.3491 -4.8492 -0.50
N -1.5628 4.3140 -1.2178 1.13
O -0.3505 4.0457 -1.3086 -0.57
O -2.2005 4.3960 -0.1689 -0.56
H -4.8195 4.7073 -5.4150 0.36
H -5.5548 5.1109 -3.1836 0.36
H -4.0540 5.1981 -1.3717 0.40
H -0.7484 4.0742 -3.9334 0.46
H -2.3723 4.1763 -5.8588 0.34
```



What did the first record say?
Here is a 2-piece molecular cluster, C5H11NO overall from the Open Molecules 2025 dataset. Energies are from ωB97M-V/def2-TZVPD.

## Properties
E_LUMO (eV): 0.76
Max |F| (eV Å⁻¹): 1.4
Energy relative to the best compared isomer or geometry (same formula, charge and spin) (kcal per mole): 87.7
Molar mass (g/mol): 101.15
Structure (SMILES): CCN1C[C@H]1C=O.[H][H]

The geometry in XYZ format:
```
18
Properties=species:S:1:pos:R:3:nbo_charge:R:1
C -0.3244 2.1261 0.6833 -0.61
C -0.0495 0.8110 1.3983 -0.21
N -0.3288 -0.2986 0.5002 -0.38
C 0.4203 -1.5141 0.6342 -0.21
C 0.6722 -0.5574 -0.5008 -0.22
C 0.2647 -0.5272 -1.9501 0.45
O -0.8368 -0.2916 -2.3874 -0.51
H -0.2029 2.9729 1.3654 0.21
H -1.3433 2.1336 0.2849 0.22
H 0.3651 2.2661 -0.1578 0.20
H 0.9961 0.7836 1.7585 0.16
H -0.7005 0.7068 2.2729 0.20
H 1.2027 -1.5469 1.4000 0.19
H -0.1164 -2.4444 0.4778 0.22
H 1.6359 -0.0459 -0.4017 0.20
H 1.1098 -0.6147 -2.6508 0.11
H -1.1779 -2.3983 -1.2872 -0.08
H -1.4882 -1.7297 -1.4689 0.06
```



Number 1 is which compound? C5H11NO



What is the energy relative to the best compared isomer or geometry (same formula, charge and spin) in the first record? 87.7 kcal per mole



molar mass of number 1 (C5H11NO)? 101.15 g/mol